--- w ---
19
Properties=species:S:1:pos:R:3:lowdin_charge:R:1 method="wB97M-V/def2-TZVPD" spin_multiplicity=1 mol_weight_g_mol=124.16 charge=+1 lumo_energy_ev=-4.767 homo_ev=-13.40
C -2.008 0.150 1.591 0.0082
C -0.878 -0.291 1.905 0.0653
C 0.656 0.541 -0.833 -0.2737
C -1.691 0.385 0.187 -0.0382
C 0.390 -0.752 1.432 -0.0736
C -0.007 -0.593 -0.063 -0.3249
C 1.344 1.629 -0.228 0.0432
N -0.329 -1.697 -0.873 0.0896
O 0.665 0.402 -2.085 0.2237
H -2.302 -0.191 -0.551 0.1204
H -1.856 1.489 -0.085 0.1445
H 1.261 -0.180 1.743 0.1204
H 0.722 -1.755 1.568 0.1246
H 0.876 2.692 -0.201 0.1715
H 2.317 1.866 -0.721 0.1481
H 1.306 1.425 0.777 0.0479
H 0.394 -0.512 -2.251 0.1309
H -1.222 -2.134 -0.703 0.1135
H 0.360 -2.472 -0.608 0.1587

=====

--- x ---
19
Properties=species:S:1:pos:R:3:lowdin_charge:R:1 method="wB97M-V/def2-TZVPD" spin_multiplicity=1 mol_weight_g_mol=124.16 charge=+1 lumo_energy_ev=-4.698 homo_ev=-14.02
C 1.397 0.941 0.655 -0.0176
C 2.593 0.576 0.248 -0.0279
C 0.309 -0.060 0.664 -0.0249
C 2.826 -0.783 -0.282 -0.1843
C -2.967 -0.928 0.123 0.1005
C -1.675 -1.045 0.334 -0.1535
C -1.138 1.045 -0.896 0.0363
N -0.813 -0.001 0.082 -0.0814
O 1.904 -1.548 -0.519 0.0793
H 1.311 1.789 1.389 0.1644
H 3.326 1.290 -0.076 0.1248
H 0.526 -0.838 1.402 0.1718
H 3.910 -0.924 -0.277 0.1358
H -3.773 -1.685 0.379 0.1177
H -3.212 -0.040 -0.486 0.0730
H -1.215 -1.989 0.665 0.1486
H -0.238 1.449 -1.264 0.0812
H -1.765 0.732 -1.730 0.1229
H -1.306 2.020 -0.412 0.1331

=====

Referenced to the most stable arrangement, the calculated values in eV are w 3.029; x 0.000.

=====

--- w ---
16
Properties=species:S:1:pos:R:3:lowdin_charge:R:1 method="wB97M-V/def2-TZVPD" spin_multiplicity=1 mol_weight_g_mol=69.94 charge=0 lumo_energy_ev=0.576 smiles=CBCCC homo_ev=-10.14
B 1.234 0.741 0.283 -0.0106
C -1.414 -1.109 0.255 -0.1057
C 2.230 -0.521 -0.243 -0.1077
C -1.476 0.233 -0.533 -0.3174
C -0.439 1.202 0.048 -0.2086
H -0.897 1.617 1.031 0.1102
H 1.719 1.168 1.239 0.0249
H -2.038 -1.784 -0.317 0.0690
H -1.568 -0.982 1.324 0.0749
H -0.342 -1.276 0.251 0.0354
H 2.993 -0.054 -0.937 0.0595
H 1.837 -1.327 -0.798 0.0003
H 2.671 -0.912 0.763 0.0800
H -1.661 -0.022 -1.629 0.1149
H -2.446 0.801 -0.347 0.1032
H -0.404 2.227 -0.390 0.0775

=====

--- x ---
16
Properties=species:S:1:pos:R:3:lowdin_charge:R:1 method="wB97M-V/def2-TZVPD" spin_multiplicity=1 mol_weight_g_mol=69.94 charge=0 lumo_energy_ev=0.527 smiles=B[C@H](C)CC homo_ev=-10.54
B 0.812 1.415 -0.088 0.0160
C 0.567 -0.054 0.387 -0.4205
C 1.665 -0.894 -0.312 -0.0882
C -0.811 -0.616 0.006 -0.2509
C -1.978 0.369 0.200 -0.1038
H 0.526 1.749 -1.197 0.0436
H 1.363 2.188 0.636 0.0309
H 0.724 -0.154 1.459 0.1176
H 2.664 -0.654 0.050 0.0758
H 1.478 -1.947 -0.109 0.0807
H 1.643 -0.729 -1.387 0.0760
H -0.997 -1.493 0.626 0.1053
H -0.783 -0.964 -1.023 0.1072
H -1.767 1.116 0.962 0.0733
H -2.862 -0.173 0.532 0.0663
H -2.243 0.840 -0.742 0.0708

=====

Referenced to the most stable arrangement, the calculated values in eV are w 1.129; x 0.000.